Entry 1:
{"formula": "C27H27BrN4O4Ti", "method": "ωB97M-V with the def2-TZVPD basis set", "species": ["Ti", "O", "C", "C", "C", "C", "C", "C", "C", "O", "N", "N", "C", "C", "C", "C", "C", "C", "C", "O", "H", "H", "H", "H", "H", "H", "H", "H", "H", "H", "N", "C", "C", "C", "C", "C", "C", "C", "C", "N", "C", "H", "H", "H", "H", "H", "H", "H", "H", "Br", "C", "C", "C", "C", "O", "H", "H", "H", "H", "H", "H", "H", "H", "H"], "xyz": [[-0.18389, -0.24968, -0.78277], [-0.25205, -1.08118, 3.58127], [0.73132, -1.99570, 3.56702], [1.29002, -2.35949, 4.79849], [2.33472, -3.26028, 4.86174], [2.85602, -3.82319, 3.69889], [2.30133, -3.47074, 2.48216], [1.23528, -2.57291, 2.39073], [0.66457, -2.20806, 1.05595], [-0.35229, -1.39863, 1.05444], [1.23125, -2.72887, 0.00148], [0.55092, -2.21718, -1.11507], [0.36369, -3.01171, -2.10344], [-0.57900, -2.70565, -3.16224], [-0.58404, -3.47625, -4.32802], [-1.55933, -3.31676, -5.29291], [-2.57737, -2.38836, -5.06101], [-2.61802, -1.63812, -3.90623], [-1.60568, -1.74923, -2.92833], [-1.66327, -1.03912, -1.84115], [-0.47520, -0.88102, 2.63262], [0.88163, -1.89586, 5.68797], [2.75558, -3.52087, 5.82704], [3.68287, -4.52066, 3.74308], [2.67737, -3.88221, 1.55511], [0.83357, -3.99485, -2.08930], [0.20670, -4.20669, -4.46833], [-1.54098, -3.90075, -6.20467], [-3.35410, -2.25532, -5.80775], [-3.39799, -0.90963, -3.72277], [-0.79620, 1.47327, 2.00770], [-1.68928, 2.47025, 1.62420], [-2.23312, 3.29406, 2.61700], [-3.17094, 4.26518, 2.29583], [-3.56185, 4.42851, 0.98398], [-3.02988, 3.61634, -0.04516], [-3.43028, 3.78763, -1.38891], [-2.86065, 2.94341, -2.35735], [-1.95869, 1.98524, -1.97720], [-1.53309, 1.76212, -0.70104], [-2.07359, 2.60005, 0.27428], [-0.42736, 1.57414, 2.93893], [-0.08235, 1.21288, 1.33776], [-1.90821, 3.15219, 3.64305], [-3.58633, 4.89490, 3.07680], [-4.28961, 5.18517, 0.70709], [-4.15385, 4.55572, -1.63709], [-3.11045, 3.02637, -3.40862], [-1.51818, 1.34369, -2.72646], [0.97545, 0.46883, -3.22314], [3.56999, 0.33794, -0.69197], [2.55542, 1.15479, 0.10902], [2.39896, 2.55565, -0.48468], [2.98496, 1.23318, 1.57944], [1.32662, 0.50279, 0.03698], [4.56497, 0.79177, -0.64722], [3.24133, 0.27132, -1.73069], [3.62287, -0.67366, -0.28280], [3.34266, 3.10987, -0.44333], [1.63928, 3.10799, 0.07255], [2.06616, 2.47503, -1.52013], [3.98539, 1.66818, 1.67363], [2.99875, 0.23226, 2.01732], [2.28747, 1.85188, 2.14623]], "atomic_forces_ev_per_a": [[0.0, 1.1, 0.0], [0.2, -0.1, 0.1], [0.0, 0.1, 0.1], [0.0, 0.0, 0.0], [0.0, 0.0, 0.1], [-0.1, 0.1, 0.0], [-0.1, 0.0, 0.0], [0.0, -0.1, -0.2], [0.1, 0.0, 0.4], [0.2, 0.0, -0.3], [-0.4, 0.2, -0.2], [0.3, -0.7, -0.1], [-0.1, 0.4, 0.3], [0.1, -0.1, 0.1], [-0.1, 0.1, 0.0], [0.1, 0.0, 0.1], [-0.1, 0.1, 0.0], [0.1, 0.0, 0.0], [0.0, -0.1, 0.1], [0.0, 0.0, -0.2], [-0.2, -0.1, -0.1], [0.0, 0.0, 0.0], [0.0, 0.0, 0.0], [0.0, 0.0, 0.0], [0.0, 0.0, 0.0], [0.1, 0.0, 0.1], [0.0, 0.0, 0.0], [0.0, 0.0, 0.0], [0.0, 0.0, 0.0], [0.0, 0.0, 0.0], [0.0, -0.2, -0.1], [0.0, 0.0, 0.1], [0.0, 0.0, 0.0], [0.0, 0.0, 0.0], [0.0, 0.0, 0.0], [0.0, 0.1, 0.1], [0.0, 0.0, 0.0], [0.0, -0.1, 0.0], [0.1, 0.0, 0.0], [0.1, -0.5, 0.1], [0.0, 0.0, 0.0], [0.0, 0.0, 0.0], [0.1, 0.1, 0.0], [0.0, 0.0, 0.0], [0.0, 0.0, 0.0], [0.0, 0.0, 0.0], [0.0, 0.0, 0.0], [0.0, 0.0, 0.0], [0.0, 0.0, 0.0], [-0.1, -0.1, -0.1], [0.1, 0.0, 0.0], [0.1, 0.0, -0.2], [0.1, 0.0, 0.0], [0.0, 0.0, -0.1], [-0.5, -0.2, 0.0], [0.0, 0.0, 0.0], [0.0, 0.0, 0.1], [0.0, 0.0, 0.0], [0.0, 0.0, 0.0], [0.0, 0.0, 0.0], [0.0, 0.0, 0.0], [0.0, 0.0, 0.0], [0.0, 0.0, 0.0], [-0.1, 0.0, 0.0]], "mulliken_spin": [0.984, -0.005, 0.001, 0.000, 0.000, 0.000, -0.001, 0.001, -0.010, 0.024, 0.002, -0.015, 0.019, -0.001, 0.002, -0.003, 0.008, 0.028, -0.013, 0.012, 0.010, 0.000, 0.000, 0.000, 0.000, -0.001, 0.000, 0.000, 0.000, -0.002, 0.033, 0.009, 0.074, -0.042, 0.069, -0.113, 0.493, -0.020, 0.097, 0.195, 0.097, 0.002, -0.015, 0.020, 0.007, -0.004, 0.046, -0.007, 0.074, 0.011, 0.004, 0.012, -0.004, 0.001, -0.084, 0.000, -0.001, 0.000, 0.000, 0.001, 0.002, 0.000, 0.000, -0.001], "charge": -2, "e_tot_ha": -4988.78842, "multiplicity": 3}

Entry 2:
{"formula": "C6H9NO", "method": "ωB97M-V with the def2-TZVPD basis set", "species": ["O", "C", "C", "C", "C", "N", "C", "C", "H", "H", "H", "H", "H", "H", "H", "H", "H"], "xyz": [[0.98269, 2.09316, 1.20325], [0.40440, 0.90122, 0.92360], [1.61441, -0.29162, 0.63773], [1.25830, -1.27618, -0.14734], [-0.30461, -1.00239, -0.17759], [-1.22807, -1.32468, -1.20411], [-2.03818, 0.02697, -0.99836], [-0.44514, 0.56149, -0.31158], [0.94527, 2.53775, 0.23938], [-0.00666, 0.79299, 1.86189], [2.55692, -0.17746, 1.05174], [2.03670, -2.12294, 0.06419], [-0.86603, -1.31981, 0.86418], [-1.87414, -2.06494, -1.17492], [-3.01776, 0.04122, -0.53396], [-2.23594, 0.70364, -1.95548], [0.26147, 0.62012, -1.17305]], "atomic_forces_ev_per_a": [[0.5, 4.3, -5.0], [2.0, -2.8, -1.1], [-2.6, 3.3, 0.1], [-0.6, -1.5, 2.0], [-0.9, -1.4, 2.3], [-1.9, 3.8, -2.0], [3.6, 1.5, -2.2], [-0.3, -3.5, -0.3], [0.8, -0.7, 3.4], [-1.8, -2.0, 1.9], [1.7, 0.4, 1.0], [-2.1, 0.7, -1.6], [1.9, 0.6, -1.8], [-0.3, -1.4, 0.6], [0.4, -0.5, 1.1], [0.8, -1.8, 1.6], [-1.1, 1.0, 0.0]], "lowdin_charge": [-0.051, -0.371, -0.032, -0.043, -0.404, -0.040, -0.021, -0.089, 0.173, 0.110, 0.070, 0.136, 0.184, 0.071, 0.064, 0.106, 0.136], "charge": 0, "smiles": "O[C@@H]1C=C[C@@H]2NC[C@@H]12", "e_tot_ha": -363.77919}

Entry 3:
{"formula": "C4H8O8Tl", "method": "ωB97M-V with the def2-TZVPD basis set", "species": ["Tl", "O", "C", "O", "O", "H", "O", "C", "O", "O", "H", "C", "C", "O", "O", "H", "H", "H", "H", "H", "H"], "xyz": [[-0.26443, 0.76942, -0.26639], [3.55950, 3.70826, 0.58409], [2.43953, 3.02593, 0.32101], [1.53735, 3.41780, -0.44510], [2.20818, 1.89366, 0.81749], [3.87840, 3.04831, 1.24164], [-0.63856, 3.85852, 3.80030], [-1.19384, 3.42646, 2.68121], [-0.68118, 2.48994, 2.02935], [-2.26261, 3.92333, 2.28842], [0.09673, 3.22078, 3.90853], [-0.33497, -3.56137, -2.27076], [-0.75847, -3.23552, -0.82239], [-1.36026, -1.95436, -0.75327], [-1.39573, -3.93504, -3.14575], [0.20432, -4.50852, -2.17771], [0.33825, -2.84913, -2.75055], [0.07329, -3.37353, -0.12964], [-1.48219, -4.02952, -0.61968], [-2.29175, -2.14682, -0.60564], [-1.67154, -3.18859, -3.68514]], "atomic_forces_ev_per_a": [[-0.1, -0.1, 0.0], [-1.7, -2.0, 0.4], [0.2, 1.0, -1.0], [0.0, 0.3, 0.2], [-0.2, -0.2, 0.5], [1.2, 0.9, 0.1], [0.3, -0.9, -0.9], [-0.8, 1.4, 1.4], [0.2, -0.4, -1.0], [0.6, -0.6, -0.5], [0.1, 0.5, 0.7], [0.4, -1.3, 0.2], [0.1, -1.0, -1.8], [-0.4, 0.4, 0.6], [-0.2, 0.6, 0.4], [0.4, 0.2, 0.1], [-0.1, 0.3, 0.2], [0.1, 0.4, 0.0], [-0.1, 0.2, 0.4], [-0.1, 0.5, 0.0], [0.0, 0.0, 0.1]], "lowdin_charge": [1.196, 0.211, -0.730, 0.166, 0.055, 0.157, 0.216, -0.717, 0.061, 0.281, 0.157, -0.238, -0.227, -0.213, -0.053, 0.122, 0.121, 0.122, 0.130, 0.097, 0.087], "charge": 1, "e_tot_ha": -931.16283}

Entry 4:
{"formula": "C34H29N2O3P2PdS4", "method": "ωB97M-V with the def2-TZVPD basis set", "species": ["Pd", "S", "P", "C", "P", "S", "C", "C", "C", "C", "C", "C", "C", "C", "C", "C", "C", "C", "C", "C", "C", "C", "C", "C", "C", "C", "C", "C", "C", "C", "H", "H", "H", "H", "H", "H", "H", "H", "H", "H", "H", "H", "H", "H", "H", "H", "H", "H", "H", "H", "O", "S", "O", "N", "C", "S", "C", "C", "C", "C", "C", "C", "H", "H", "H", "H", "C", "C", "N", "O", "H", "H", "H", "H", "H"], "xyz": [[0.81219, 1.22888, 1.07114], [-0.98308, 2.47867, -0.01963], [-1.23139, 0.76716, -1.05629], [-0.23582, -0.18953, -0.05337], [1.02325, -1.25643, -0.46433], [2.32028, -0.86516, 1.06031], [0.44096, -2.94908, -0.48059], [-0.73557, -3.25670, -1.16447], [-1.16328, -4.57173, -1.24171], [-0.42238, -5.57738, -0.63015], [0.73369, -5.26957, 0.07050], [1.16826, -3.95223, 0.14941], [1.77148, -1.00160, -2.08491], [2.17808, 0.27674, -2.46980], [2.74769, 0.48197, -3.71265], [2.90193, -0.58321, -4.59370], [2.49825, -1.85548, -4.22188], [1.94190, -2.06916, -2.96690], [-2.92225, 0.17249, -0.99350], [-3.87819, 0.71315, -1.85728], [-5.20723, 0.34333, -1.72869], [-5.58445, -0.56189, -0.74445], [-4.63722, -1.09623, 0.11771], [-3.30464, -0.72652, 0.00067], [-0.90880, 1.00943, -2.80963], [-1.12664, -0.04741, -3.69812], [-0.97933, 0.14691, -5.05993], [-0.63488, 1.40343, -5.54710], [-0.42248, 2.45656, -4.67167], [-0.55430, 2.26251, -3.30171], [-1.32529, -2.47120, -1.62212], [-2.07279, -4.81352, -1.77555], [-0.75642, -6.60472, -0.69217], [1.29502, -6.05289, 0.56233], [2.07430, -3.71107, 0.69325], [2.02489, 1.12264, -1.81087], [3.06547, 1.47566, -4.00002], [3.33297, -0.41645, -5.57256], [2.61781, -2.68627, -4.90480], [1.64843, -3.07012, -2.68135], [-3.58587, 1.42014, -2.62443], [-5.95021, 0.76207, -2.39461], [-6.62411, -0.84710, -0.64637], [-4.93918, -1.79170, 0.88989], [-2.55476, -1.12557, 0.67267], [-1.41765, -1.02444, -3.32909], [-1.14576, -0.67574, -5.74338], [-0.54095, 1.55984, -6.61414], [-0.15848, 3.43463, -5.05196], [-0.38387, 3.08231, -2.61583], [-0.53781, 4.06642, 3.62115], [0.79502, 4.39756, 3.25468], [1.21119, 5.74542, 3.06420], [1.18585, 3.61294, 1.76419], [2.18180, 2.79629, 1.97290], [2.96896, 2.05447, 0.59155], [2.63308, 2.62030, 3.38502], [3.53803, 1.71549, 3.90380], [3.79496, 1.76593, 5.26981], [3.16354, 2.70401, 6.08326], [2.22808, 3.59229, 5.56363], [1.97204, 3.50966, 4.21134], [4.03309, 0.99856, 3.26080], [4.49888, 1.07087, 5.70760], [3.39926, 2.74112, 7.13861], [1.72686, 4.31491, 6.19376], [-1.78821, 0.10114, 4.78044], [-0.70733, -0.02313, 3.74027], [-0.13006, -1.22768, 3.60563], [-0.38472, 0.95100, 3.06049], [-2.59031, -0.61047, 4.58005], [-2.18154, 1.11227, 4.76125], [-1.38561, -0.11352, 5.77179], [-0.42295, -2.00589, 4.16875], [0.58830, -1.36838, 2.90885]], "atomic_forces_ev_per_a": [[0.1, -1.0, -0.6], [0.4, 0.1, 0.2], [-0.6, 0.2, -0.1], [0.1, 0.1, 0.0], [0.0, -0.1, -0.4], [-0.2, 0.6, 0.3], [0.0, -0.2, 0.2], [0.0, 0.0, 0.1], [0.0, 0.0, 0.0], [0.0, 0.0, 0.0], [0.0, 0.0, 0.0], [0.0, -0.1, -0.1], [0.2, -0.2, 0.0], [0.0, 0.0, 0.0], [0.0, 0.0, 0.0], [0.0, 0.0, 0.0], [0.0, 0.0, 0.0], [0.1, 0.0, 0.0], [-0.1, 0.0, 0.0], [0.0, -0.1, 0.0], [0.0, 0.0, 0.0], [0.0, 0.0, 0.0], [0.0, 0.0, 0.0], [-0.1, 0.0, 0.0], [-0.1, 0.1, -0.2], [0.1, 0.0, 0.0], [0.0, 0.0, 0.0], [0.0, 0.0, 0.0], [0.0, 0.0, 0.0], [0.1, -0.1, 0.0], [0.0, 0.0, 0.0], [0.0, 0.0, 0.0], [0.0, 0.0, 0.0], [0.0, 0.0, 0.0], [0.0, 0.0, 0.0], [0.0, 0.0, 0.0], [0.0, 0.0, 0.0], [0.0, 0.0, 0.0], [0.0, 0.0, 0.0], [0.0, 0.0, 0.0], [0.0, 0.0, 0.0], [0.0, 0.0, 0.0], [0.0, 0.0, 0.0], [0.0, 0.0, 0.0], [0.0, 0.0, 0.0], [0.0, 0.0, 0.0], [0.0, 0.0, 0.0], [0.0, 0.0, 0.0], [0.0, 0.0, 0.0], [0.0, 0.0, 0.0], [-0.1, 0.0, 0.0], [-0.2, 0.0, -0.2], [0.0, 0.1, 0.0], [0.5, -0.3, 0.4], [0.7, 0.8, 0.3], [-0.8, -0.1, 0.1], [-0.2, 0.0, -0.2], [0.2, 0.0, 0.0], [0.0, 0.0, 0.0], [0.0, 0.0, 0.0], [0.0, 0.0, 0.0], [0.0, -0.1, 0.1], [0.0, 0.0, 0.0], [0.0, 0.0, 0.0], [0.0, 0.0, 0.0], [0.0, 0.0, 0.0], [0.1, 0.0, 0.0], [-0.2, 0.0, 0.1], [0.0, 0.0, 0.0], [0.1, 0.0, -0.2], [0.0, 0.0, 0.0], [0.0, 0.0, 0.0], [0.0, 0.0, 0.0], [0.0, 0.0, 0.0], [0.0, 0.0, 0.0]], "lowdin_charge": [0.507, 0.493, 0.473, -0.608, 0.497, 0.408, -0.361, -0.079, -0.055, -0.059, -0.061, -0.087, -0.330, -0.110, -0.057, -0.057, -0.060, -0.065, -0.342, -0.068, -0.061, -0.063, -0.066, -0.084, -0.366, -0.085, -0.060, -0.061, -0.061, -0.097, 0.091, 0.114, 0.113, 0.113, 0.089, 0.054, 0.116, 0.113, 0.112, 0.104, 0.114, 0.112, 0.111, 0.108, 0.093, 0.101, 0.113, 0.112, 0.112, 0.074, -0.247, 0.663, -0.231, -0.067, -0.810, 0.744, -0.235, -0.014, -0.040, -0.041, -0.010, -0.226, 0.107, 0.115, 0.116, 0.131, 0.015, -0.553, 0.188, -0.060, 0.090, 0.091, 0.092, 0.115, 0.024], "charge": 1, "e_tot_ha": -4051.37457}